A cluster of 8 separate species, C42H45F9O6 in total at a distorted geometry, computed with ωB97M-V/def2-TZVPD.

Bonds (Å) are listed after each position.
Atoms and positions in Å:
1 F 1.14 1.84 1.78  C42 1.284
2 F 4.69 -2.46 0.98  C18 1.337
3 F -3.20 0.54 -0.12  C26 1.351
4 F -1.58 0.35 1.40  C26 1.335
5 F 2.69 2.37 3.19  C42 1.345
6 F 2.67 -2.10 0.31  C18 1.308
7 F 3.54 -4.13 0.27  C18 1.319
8 F 3.10 0.91 1.60  C42 1.383
9 F -2.46 2.31 0.96  C26 1.353
10 O 2.02 0.10 4.54  C37 1.170
11 O 3.91 -3.23 -2.26  C46 1.198
12 O -0.65 0.11 -1.00  C24 1.490, C28 1.317
13 O -0.81 2.39 -1.19  C28 1.173
14 O 4.96 -1.39 -1.28  C25 1.512, C46 1.368
15 O 1.02 -0.68 2.68  C37 1.336, C44 1.456
16 C -3.28 0.99 -4.70  C17 1.380, C29 1.380, H75 1.059
17 C -2.75 2.11 -4.10  C16 1.380, C31 1.399, H68 1.071
18 C 3.74 -2.84 0.12  F2 1.337, F6 1.308, F7 1.319, C46 1.559
19 C -2.48 -3.11 -0.77  C20 1.404, C50 1.393, H101 1.080
20 C -1.56 -4.10 -1.18  C19 1.404, C54 1.409, H100 1.064
21 C 2.61 4.50 -3.61  C36 1.366, C39 1.389, H80 1.124
22 C -3.17 -4.06 4.09  C33 1.397, C55 1.389, H82 1.079
23 C -1.15 2.45 5.04  C45 1.381, C56 1.381, H98 1.096
24 C 0.19 0.01 -2.22  O12 1.490, C41 1.483, H62 1.087, H77 1.155
25 C 5.51 -0.82 -2.57  O14 1.512, C47 1.524, H76 1.150, H90 1.072
26 C -2.10 1.11 0.43  F3 1.351, F4 1.335, F9 1.353, C28 1.586
27 C -2.16 1.49 7.00  C32 1.406, C56 1.419, H92 1.063
28 C -1.04 1.34 -0.73  O12 1.317, O13 1.173, C26 1.586
29 C -2.49 0.33 -5.62  C16 1.380, C38 1.409, H73 1.076
30 C -4.28 -2.58 2.60  C33 1.383, C48 1.394, H83 1.093
31 C -1.47 2.60 -4.37  C17 1.399, C52 1.410, H65 1.058
32 C -3.40 1.41 6.33  C27 1.406, C51 1.405, H69 1.073
33 C -3.94 -3.88 2.94  C22 1.397, C30 1.383, H97 1.033
34 C 4.38 4.09 -1.50  C43 1.369, C57 1.409, H78 1.111
35 C -3.29 -1.69 4.58  C48 1.374, C55 1.382, H91 1.061
36 C 3.91 4.93 -3.72  C21 1.366, C57 1.385, H72 1.100
37 C 1.68 0.21 3.43  O10 1.170, O15 1.336, C42 1.583
38 C -1.18 0.77 -5.90  C29 1.409, C52 1.370, H87 1.108
39 C 2.14 3.96 -2.43  C21 1.389, C43 1.386, H60 1.097
40 C -0.28 -2.63 2.40  C44 1.571, H84 1.086, H88 1.099, H102 1.070
41 C 1.62 0.14 -1.85  C24 1.483, H58 1.094, H66 1.185, H89 1.087
42 C 2.13 1.39 2.46  F1 1.284, F5 1.345, F8 1.383, C37 1.583
43 C 3.06 3.74 -1.41  C34 1.369, C39 1.386, H86 1.093
44 C 0.75 -1.94 3.36  O15 1.456, C40 1.571, H71 1.125, H74 1.130
45 C -2.38 2.44 4.40  C23 1.381, C51 1.388, H93 1.077
46 C 4.18 -2.51 -1.34  O11 1.198, O14 1.368, C18 1.559
47 C 5.34 0.69 -2.46  C25 1.524, H59 1.076, H79 1.113, H95 1.095
48 C -3.99 -1.49 3.42  C30 1.394, C35 1.374, H61 1.105
49 C -1.71 -3.30 -3.47  C53 1.395, C54 1.395, H94 1.074
50 C -3.02 -2.25 -1.72  C19 1.393, C53 1.422, H96 1.064
51 C -3.48 1.83 4.99  C32 1.405, C45 1.388, H70 1.102
52 C -0.65 1.86 -5.26  C31 1.410, C38 1.370, H81 1.100
53 C -2.64 -2.34 -3.08  C49 1.395, C50 1.422, H85 1.069
54 C -1.16 -4.16 -2.53  C20 1.409, C49 1.395, H67 1.065
55 C -2.87 -2.97 4.89  C22 1.389, C35 1.382, H99 1.065
56 C -1.01 1.98 6.33  C23 1.381, C27 1.419, H64 1.078
57 C 4.82 4.63 -2.73  C34 1.409, C36 1.385, H63 1.098
58 H 2.24 -0.51 -2.48  C41 1.094
59 H 5.57 1.02 -1.46  C47 1.076
60 H 1.10 3.65 -2.23  C39 1.097
61 H -4.20 -0.47 3.06  C48 1.105
62 H 0.04 -1.05 -2.43  C24 1.087
63 H 5.87 4.94 -2.79  C57 1.098
64 H 0.00 2.06 6.68  C56 1.078
65 H -1.11 3.48 -3.90  C31 1.058
66 H 1.74 -0.19 -0.72  C41 1.185
67 H -0.40 -4.86 -2.79  C54 1.065
68 H -3.37 2.68 -3.44  C17 1.071
69 H -4.26 0.98 6.79  C32 1.073
70 H -4.46 1.74 4.50  C51 1.102
71 H 0.38 -1.69 4.40  C44 1.125
72 H 4.26 5.25 -4.71  C36 1.100
73 H -2.88 -0.47 -6.23  C29 1.076
74 H 1.73 -2.45 3.58  C44 1.130
75 H -4.24 0.65 -4.42  C16 1.059
76 H 4.90 -1.38 -3.37  C25 1.150
77 H -0.25 0.60 -3.11  C24 1.155
78 H 5.11 3.93 -0.68  C34 1.111
79 H 6.18 1.18 -3.00  C47 1.113
80 H 1.90 4.64 -4.48  C21 1.124
81 H 0.36 2.26 -5.44  C52 1.100
82 H -2.83 -5.01 4.48  C22 1.079
83 H -4.82 -2.41 1.66  C30 1.093
84 H 0.20 -2.71 1.42  C40 1.086
85 H -3.04 -1.62 -3.77  C53 1.069
86 H 2.75 3.27 -0.48  C43 1.093
87 H -0.63 0.23 -6.70  C38 1.108
88 H -1.25 -2.12 2.30  C40 1.099
89 H 1.85 1.20 -1.98  C41 1.087
90 H 6.52 -1.17 -2.62  C25 1.072
91 H -3.07 -0.86 5.21  C35 1.061
92 H -2.04 1.03 7.96  C27 1.063
93 H -2.39 2.95 3.45  C45 1.077
94 H -1.41 -3.30 -4.50  C49 1.074
95 H 4.38 1.01 -2.88  C47 1.095
96 H -3.63 -1.47 -1.31  C50 1.064
97 H -4.17 -4.64 2.29  C33 1.033
98 H -0.26 2.87 4.55  C23 1.096
99 H -2.24 -3.22 5.71  C55 1.065
100 H -1.02 -4.65 -0.45  C20 1.064
101 H -2.83 -2.98 0.24  C19 1.080
102 H -0.45 -3.65 2.70  C40 1.070

Properties
Frontier orbital gap   9.8 eV
Total charge   0
2S+1   1
HOMO energy   -9.253 eV
M   816.8 g mol⁻¹
Structure (SMILES)   CCOC(=O)C(F)(F)F.CCOC(=O)C(F)(F)F.CCOC(=O)C(F)(F)F.c1ccccc1.c1ccccc1.c1ccccc1.c1ccccc1.c1ccccc1

Mulliken atomic charge list, values in e, 2 entries: -0.14, -0.25